(1)
Density functional theory data (ωB97M-V/def2-TZVPD) for one molecule with the formula C6H11NO.

Element x y z (Å)
C: 0.289 -1.465 0.125
C: 0.204 -0.057 0.661
C: -0.670 -1.137 1.230
C: 0.723 1.429 -1.176
C: -1.510 1.496 -0.238
N: -0.334 0.663 -0.509
C: 1.405 -2.376 0.261
O: 1.367 -3.577 0.090
H: -0.199 -0.867 -0.947
H: 0.983 0.417 1.253
H: -1.731 -1.148 1.012
H: -0.429 -1.474 2.232
H: 2.361 -1.887 0.560
H: -1.902 1.882 -1.178
H: 1.110 2.231 -0.536
H: 1.538 0.749 -1.420
H: 0.328 1.874 -2.088
H: -1.264 2.347 0.409
H: -2.270 0.900 0.261

Results
SMILES ... CN(C)[C@H]1C[C@@H]1C=O
Relative energy (zero: lowest compared OMol25 entry of this formula, charge and spin) ... 90.8 kcal/mol
Gap between HOMO and LUMO ... 9.683 eV

(2)
Density functional theory data (ωB97M-V/def2-TZVPD) for one molecule with the formula C6H11NO.

Element x y z (Å)
C: 0.674 -0.908 0.428
C: 1.985 -1.396 0.961
C: -0.396 -1.920 0.249
C: -0.613 2.564 -0.523
N: -1.833 0.461 -0.578
C: -0.651 1.081 -0.349
C: 0.525 0.403 0.096
O: -1.463 -0.155 -1.814
H: -2.612 1.101 -0.728
H: 1.400 1.038 0.179
H: 2.733 -0.607 1.032
H: -0.698 -1.923 -0.808
H: 1.846 -1.841 1.951
H: 2.377 -2.191 0.317
H: -1.308 -1.613 0.769
H: -0.086 -2.909 0.582
H: -0.751 2.768 -1.590
H: -1.447 3.029 0.011
H: 0.317 3.019 -0.184

Results
SMILES ... CC(C)=C/C(C)=[NH+]\[O-]
Relative energy (zero: lowest compared OMol25 entry of this formula, charge and spin) ... 108.1 kcal/mol
Gap between HOMO and LUMO (spin up / spin down) ... 7.107 / 7.103 eV

(3)
Density functional theory data (ωB97M-V/def2-TZVPD) for a 2-piece molecular cluster, C6H11NO overall.

Element x y z (Å)
C: 0.630 1.858 -0.750
C: 1.058 0.424 -0.779
C: 1.533 -0.156 0.645
N: 1.269 -0.303 -1.789
O: 1.787 0.614 1.550
H: 0.996 0.122 -2.677
H: 2.155 -1.029 0.398
H: 1.512 2.495 -0.684
H: 0.031 2.118 -1.622
H: 0.036 2.048 0.143
C: -2.030 -0.276 0.145
C: -0.937 -1.275 0.296
C: -0.227 -1.431 1.439
H: -0.758 -1.932 -0.544
H: -1.912 0.521 0.881
H: -2.017 0.163 -0.852
H: -2.996 -0.769 0.270
H: -0.498 -0.877 2.327
H: 0.368 -2.315 1.605

Results
SMILES ... [H]/N=C(\C)C=O.C=CC
Relative energy (zero: lowest compared OMol25 entry of this formula, charge and spin) ... 65.2 kcal/mol
Gap between HOMO and LUMO ... 9.883 eV

(4)
Density functional theory data (ωB97M-V/def2-TZVPD) for one molecule with the formula C6H11NO.

Element x y z (Å)
C: -0.086 0.490 -0.290
C: 1.446 0.530 -0.351
C: -0.125 -2.141 -0.378
C: -0.595 -0.825 -0.950
N: -0.594 1.637 -1.078
C: -0.702 0.593 1.088
C: -0.080 0.860 2.245
O: -1.353 -0.814 -1.928
H: -0.356 1.468 -2.058
H: -1.615 1.587 -1.081
H: -1.780 0.426 1.133
H: 1.838 1.525 -0.107
H: 1.900 -0.180 0.349
H: 1.810 0.265 -1.352
H: 0.618 -2.580 -1.049
H: 0.319 -2.010 0.611
H: -0.983 -2.811 -0.278
H: 0.982 1.070 2.303
H: -0.644 0.910 3.173

Results
SMILES ... C=C[C@](C)(N)C(C)=O
Relative energy (zero: lowest compared OMol25 entry of this formula, charge and spin) ... 27.8 kcal/mol
Gap between HOMO and LUMO ... 10.269 eV

(5)
Density functional theory data (ωB97M-V/def2-TZVPD) for one molecule with the formula C6H11NO.

Element x y z (Å)
C: 1.943 0.662 0.887
C: 0.931 -0.001 -0.097
C: -0.019 -1.038 0.814
C: -1.254 -0.725 0.012
C: -1.365 0.758 0.064
C: -0.065 1.111 -0.665
H: 1.454 0.944 1.822
H: 2.695 -0.164 1.174
H: 2.575 1.398 0.331
H: 1.964 -1.456 -0.786
H: 0.335 -2.019 0.449
H: 0.067 -0.893 1.917
H: -0.970 -0.987 -1.008
H: -3.200 0.051 0.570
H: -1.497 1.251 1.000
H: 0.243 2.090 -0.547
H: -0.117 0.837 -1.766
N: -2.504 -0.078 -0.087
O: 1.619 -0.639 -1.080

Results
SMILES ... CC1(O)C[C@H]2N[C@@H]2C1
Relative energy (zero: lowest compared OMol25 entry of this formula, charge and spin) ... 121.1 kcal/mol
Gap between HOMO and LUMO ... 8.907 eV

(6)
Density functional theory data (ωB97M-V/def2-TZVPD) for a 2-piece molecular cluster, C6H11NO overall.

Element x y z (Å)
C: 1.278 0.078 -1.619
C: -0.754 1.915 1.190
C: 0.096 0.728 -0.964
C: 0.412 1.272 0.509
N: 1.606 1.215 0.909
O: -0.814 1.243 -1.575
H: 1.770 1.632 1.826
H: 1.439 -0.889 -1.144
H: 1.088 -0.077 -2.678
H: 2.169 0.676 -1.452
H: -1.644 1.291 1.095
H: -0.612 2.051 2.262
H: -1.009 2.859 0.712
C: -0.918 -1.687 0.114
C: -0.744 -2.994 0.163
H: -1.475 -3.679 -0.241
H: -1.792 -1.233 -0.328
H: -0.214 -0.948 0.601
H: 0.119 -3.452 0.620

Results
SMILES ... [H]/N=C(\C)C(C)=O.C=C
Relative energy (zero: lowest compared OMol25 entry of this formula, charge and spin) ... 51.6 kcal/mol
Gap between HOMO and LUMO ... 9.868 eV

(7)
Density functional theory data (ωB97M-V/def2-TZVPD) for a 2-piece molecular cluster, C6H11NO overall.

Element x y z (Å)
C: -2.886 1.075 1.409
C: -1.508 1.524 1.838
C: -0.489 1.617 0.971
O: 0.793 2.036 1.377
H: -3.666 1.870 1.666
H: -2.937 0.888 0.305
H: -3.134 0.065 1.846
H: -1.318 1.802 2.877
H: -0.605 1.372 -0.086
H: 1.245 2.308 0.549
C: 1.445 -1.990 -0.584
C: 1.894 -0.734 -0.410
C: 1.539 -2.210 -2.867
N: 1.747 -2.749 -1.731
H: 0.841 -2.528 0.123
H: 2.681 -0.323 -1.077
H: 1.530 -0.052 0.413
H: 1.800 -2.760 -3.749
H: 1.026 -1.210 -2.872

Results
SMILES ... C/C=C/O.C=CN=C
Relative energy (zero: lowest compared OMol25 entry of this formula, charge and spin) ... 74.2 kcal/mol
Gap between HOMO and LUMO ... 9.633 eV

(8)
Density functional theory data (ωB97M-V/def2-TZVPD) for one molecule with the formula C6H11NO.

Element x y z (Å)
C: -1.187 1.738 -0.024
C: -1.806 0.261 -0.316
C: -0.831 -0.942 -0.537
C: 0.711 -0.893 -0.161
C: 1.931 -0.133 -0.884
C: 1.268 -0.170 1.146
H: -1.922 2.261 0.584
H: -1.332 2.337 -1.008
H: -0.377 1.801 0.635
H: -2.336 0.186 -1.181
H: -1.696 -1.099 1.762
H: -0.899 -1.588 -1.347
H: 0.897 -1.984 -0.238
H: 1.839 0.184 -2.082
H: 3.000 -0.844 -1.030
H: 1.861 -1.061 1.611
H: 0.715 0.325 2.116
N: -1.843 -1.178 0.608
O: 2.007 0.799 0.346

Results
SMILES ... C[C@@H]1N[C@@H]1C1COC1
Relative energy (zero: lowest compared OMol25 entry of this formula, charge and spin) ... 178.7 kcal/mol
Gap between HOMO and LUMO ... 9.998 eV

(9)
Density functional theory data (ωB97M-V/def2-TZVPD) for a 2-piece molecular cluster, C6H11NO2 overall.

Element x y z (Å)
C: 1.917 2.588 -0.610
C: 0.975 1.674 0.167
C: 0.889 0.262 -0.413
C: -0.051 -0.623 0.395
C: -0.241 -2.005 -0.147
O: 0.255 -2.453 -1.149
C: -1.166 -2.894 0.643
N: -1.887 -3.762 0.944
H: 1.948 3.594 -0.167
H: 2.944 2.191 -0.612
H: 1.594 2.694 -1.656
H: 1.304 1.615 1.217
H: -0.034 2.117 0.184
H: 0.540 0.314 -1.456
H: 1.894 -0.190 -0.441
H: 0.295 -0.728 1.439
H: -1.055 -0.171 0.462
O: -3.272 -1.265 0.056
H: -3.303 -0.724 0.854
H: -3.545 -2.232 0.291

Results
SMILES ... CCCCC(=O)C#N.O
Relative energy (zero: lowest compared OMol25 entry of this formula, charge and spin) ... 38.6 kcal/mol
Gap between HOMO and LUMO ... 10.916 eV

(10)
Density functional theory data (ωB97M-V/def2-TZVPD) for one molecule with the formula C6H11NO2.

Element x y z (Å)
C: 0.698 -0.486 1.864
C: 0.981 -1.109 -0.481
C: -1.896 1.669 0.460
C: 1.942 -0.047 -0.990
C: -0.723 -0.507 -0.456
C: -0.894 0.578 0.635
O: -0.965 -0.026 -1.748
N: -0.041 0.558 1.600
O: -1.589 -1.255 0.108
H: -1.737 -0.512 -2.069
H: 0.220 -1.414 2.169
H: 1.740 -0.328 2.113
H: 0.712 -1.807 -1.273
H: 1.438 -1.783 0.248
H: -1.837 2.376 1.284
H: -1.727 2.187 -0.484
H: -2.891 1.224 0.422
H: 2.855 -0.501 -1.382
H: 2.225 0.666 -0.214
H: 1.488 0.516 -1.806

Results
Relative energy (zero: lowest compared OMol25 entry of this formula, charge and spin) ... 104.2 kcal/mol
Gap between HOMO and LUMO (spin up / spin down) ... 8.115 / 8.117 eV